1.
C5H14 | ωB97M-V/def2-TZVPD

Geometry as XYZ:
```
19
Properties=species:S:1:pos:R:3:forces:R:3:mulliken_charge:R:1
H -2.0524 -0.4363 0.8148 0.440 0.314 -0.233 0.270
H -0.7000 -0.9254 1.8789 0.491 0.167 -0.507 0.322
H -0.1144 1.6420 -1.1832 0.119 -0.429 -0.050 0.298
H -2.1221 -1.8034 1.8027 -0.057 -0.257 -0.258 0.342
H 1.8777 3.1965 0.5821 0.171 -0.378 0.234 0.318
H 1.0681 -1.4135 0.1671 0.173 -0.104 0.121 0.261
C 0.3496 1.7951 -0.2106 -0.298 0.689 0.437 -0.526
H -1.6712 -2.0448 -0.7889 -0.532 -0.445 -0.217 0.215
C -1.4281 -1.2669 1.1417 -1.073 -0.296 1.239 -1.132
H 1.1410 3.7041 -0.8785 -0.233 0.096 -0.114 0.311
H -0.9191 -3.2100 0.3023 -0.116 -0.014 0.155 0.314
C 0.3938 -1.7645 -0.6135 -0.154 0.078 0.894 -1.008
H -0.4642 2.1286 0.4435 0.196 0.134 0.005 0.318
H 0.8812 -2.6122 -1.0923 -0.112 0.138 -0.312 0.341
H 0.7347 0.8854 0.2266 -0.063 -0.380 -0.180 0.052
H 2.2491 2.3890 -0.9832 0.284 0.026 0.262 0.290
H 0.2655 -0.9147 -1.2755 0.088 -0.112 -0.362 0.210
C -0.9605 -2.1620 0.0144 0.862 0.412 -0.552 -0.120
C 1.4713 2.8132 -0.3485 -0.184 0.362 -0.562 -1.077
```
Forces are in eV/Å.

Results
Frontier orbital gap: 0.45899 Eh
Energy above the lowest of the compared OMol25 structures with the same formula, charge and spin: 32.7 kJ/mol
E: -198.876708 Eh
E_HOMO: -0.4158 Eh
SMILES: CCC.CC
F_max: 1.67 eV/A


2.
C5H14 | ωB97M-V/def2-TZVPD

Geometry as XYZ:
```
19
Properties=species:S:1:pos:R:3:forces:R:3:mulliken_charge:R:1
C 2.9058 1.1444 -0.9524 0.750 0.611 3.365 -1.138
H 3.5408 1.6685 -0.2022 0.507 -0.152 -0.969 0.267
H 2.5177 1.9427 -1.5628 -0.310 -0.174 -0.636 0.349
H -1.8022 -2.8622 0.4894 0.171 -0.070 0.132 0.267
H 3.4624 0.3519 -1.4519 -0.040 0.352 -0.201 0.326
C -2.3947 -2.1973 -0.1270 0.362 -0.516 -1.292 -0.879
H -3.1098 -2.8099 -0.6811 -0.649 -0.017 0.726 0.346
H -0.0945 1.0626 0.8749 0.155 -0.152 -0.275 -0.031
H -2.0922 -0.3060 0.8369 -0.395 0.166 -0.203 -0.129
C 1.8350 0.5309 0.0118 -0.089 0.423 -2.575 -0.122
H 2.3127 -0.1334 0.7215 -0.171 -0.089 0.159 0.361
H -3.5009 -1.1202 1.5070 0.478 -0.822 0.526 0.299
H 0.5478 2.0972 -0.3988 -0.238 0.191 0.392 0.253
C 0.8217 1.5509 0.5140 -0.989 0.015 -0.151 -0.754
H 0.9873 2.2867 1.3105 0.987 -0.224 -0.236 0.334
H -3.7350 -0.5272 0.0221 0.809 0.478 -0.396 0.259
H -1.7913 -1.9150 -1.0123 0.261 0.313 0.733 0.240
H 1.3158 -0.0060 -0.7997 -0.566 -0.801 1.128 0.137
C -2.9174 -0.9849 0.6008 -1.034 0.469 -0.227 -0.388
```
Forces are in eV/Å.

Results
Frontier orbital gap: 0.42887 Eh
Energy above the lowest of the compared OMol25 structures with the same formula, charge and spin: 91.4 kJ/mol
E: -198.854342 Eh
E_HOMO: -0.3888 Eh
SMILES: CCC.CC
F_max: 3.50 eV/A


3.
C5H14 | ωB97M-V/def2-TZVPD

Geometry as XYZ:
```
19
Properties=species:S:1:pos:R:3:forces:R:3:mulliken_charge:R:1
H 0.6706 -0.2272 -1.2917 0.416 0.126 -0.432 0.390
H 0.9368 2.0003 3.3776 -0.254 0.288 -0.480 0.322
H -0.4373 -2.0270 -0.6213 0.243 -0.220 -0.402 0.259
H 2.0536 0.7950 3.4684 0.329 -0.848 -0.153 0.333
H -1.5065 -2.7930 -1.8740 0.607 -0.067 -0.022 0.293
C 0.8966 0.6828 1.5909 1.795 -0.122 0.110 -0.554
C -1.3110 -0.6456 -2.0878 0.162 -0.472 -0.375 -0.189
H -0.5844 0.8553 -0.7618 -0.052 -0.817 0.503 0.140
H 0.3280 -0.1527 1.9888 -0.351 0.041 -0.402 0.288
H 1.7444 0.3183 0.9972 -0.344 -0.619 -0.066 0.251
H -1.1165 -0.9506 -3.1196 -0.050 0.045 -0.009 0.270
C -0.2092 0.2991 -1.6348 -1.494 1.616 1.427 -1.140
C -1.3309 -1.9212 -1.2381 -0.525 -0.766 0.344 -1.000
H -0.0604 1.2440 -2.1642 0.576 -0.741 -1.209 0.373
H 0.3922 1.3115 0.8725 -0.605 0.220 0.428 0.201
H -2.3126 -0.2136 -2.0864 0.178 0.375 -0.004 0.301
C 1.5925 1.4201 2.7195 -0.310 0.957 0.952 -1.118
H 2.3903 2.0773 2.3744 -0.142 0.136 -0.153 0.297
H -2.1363 -2.0728 -0.5095 -0.180 0.868 -0.058 0.284
```
Forces are in eV/Å.

Results
Frontier orbital gap: 0.44154 Eh
Energy above the lowest of the compared OMol25 structures with the same formula, charge and spin: 79.6 kJ/mol
E: -198.858849 Eh
E_HOMO: -0.4000 Eh
SMILES: CCC.CC
F_max: 2.62 eV/A


4.
C5H14 | ωB97M-V/def2-TZVPD

Geometry as XYZ:
```
19
Properties=species:S:1:pos:R:3:forces:R:3:mulliken_charge:R:1
H 2.0620 -1.5417 2.6399 -0.103 0.146 -0.027 0.271
H -3.0426 0.9749 -0.3808 -0.106 -0.319 0.087 0.297
H -0.7540 0.8036 0.1625 -0.304 -0.575 -0.638 -0.002
H 2.6527 0.8074 0.8947 -0.626 0.576 -0.888 0.334
H 3.4547 -1.1266 1.6041 -0.552 0.063 0.466 0.274
C -2.5818 -0.0038 -0.5282 -0.537 -2.031 -0.934 -1.205
H -0.7006 1.8901 -2.0034 -0.134 -0.042 0.266 0.325
H 2.1056 -1.9118 0.8918 -0.190 0.909 0.730 0.243
H -2.9193 -0.7921 0.1631 0.165 0.828 0.639 0.354
H -0.5104 -0.7899 -0.3587 -0.108 -0.526 -0.755 0.431
C 1.8518 0.2640 1.3664 -0.364 0.607 3.484 -0.604
C -0.6829 0.8049 -1.9861 0.125 -2.330 0.155 -1.063
H -1.3231 0.3821 -2.7815 0.145 0.485 0.183 0.294
H 0.7966 0.4081 1.2004 0.007 -0.349 -1.821 0.010
H 0.3080 0.4205 -2.2145 0.360 0.520 -0.276 0.311
C -1.0749 0.0874 -0.6481 0.002 3.151 1.004 -0.025
H 1.6961 0.7683 2.3669 1.169 -0.192 -0.387 0.262
C 2.3452 -1.1267 1.6737 0.895 -1.775 -1.417 -0.797
H -2.9827 -0.4923 -1.4495 0.157 0.855 0.129 0.291
```
Forces are in eV/Å.

Results
Frontier orbital gap: 0.43306 Eh
Energy above the lowest of the compared OMol25 structures with the same formula, charge and spin: 117.1 kJ/mol
E: -198.844572 Eh
E_HOMO: -0.3923 Eh
SMILES: CCC.CC
F_max: 3.55 eV/A


5.
C5H14 | ωB97M-V/def2-TZVPD

Geometry as XYZ:
```
19
Properties=species:S:1:pos:R:3:forces:R:3:mulliken_charge:R:1
H -0.5000 1.0170 0.9080 0.117 2.826 -1.216 0.070
C 0.9339 -1.8980 1.2591 -2.285 0.392 0.779 -1.237
H -1.8253 1.5523 -1.7636 0.211 0.371 2.581 0.209
H -2.8168 1.9840 -0.3384 -0.920 0.070 0.450 0.321
H 1.3837 -1.9117 2.2580 0.140 0.988 -0.097 0.363
C -0.7164 1.9711 0.2298 -0.187 -0.627 2.992 -0.565
H -0.2853 -1.4584 -1.1444 1.510 2.316 -0.328 0.201
H 0.1022 2.3270 -0.3519 0.938 -0.534 -0.565 0.245
C -1.9012 1.4980 -0.5655 0.246 -3.130 -3.504 -0.725
C 0.7389 -0.8682 -1.2086 0.234 -2.994 1.143 -0.926
H 1.1508 -2.8948 1.0031 0.748 -1.218 -1.423 0.395
H 2.3654 -0.4056 0.3687 -0.014 -0.889 -0.616 0.327
H -0.2292 -2.0651 1.5079 2.192 1.137 -0.805 0.234
H 0.9533 0.0654 -1.6649 -1.371 1.197 -0.632 0.300
H -0.8576 2.8769 0.9153 -0.509 -1.344 -0.743 0.366
C 1.3109 -0.7141 0.2608 -0.637 -1.179 1.122 0.088
H 1.2663 -1.5414 -1.9497 0.202 0.195 1.408 0.340
H -1.9538 0.2960 -0.4713 -0.443 2.850 0.061 0.134
H 0.8803 0.1696 0.7477 -0.172 -0.427 -0.606 -0.138
```
Forces are in eV/Å.

Results
Frontier orbital gap: 0.42495 Eh
Energy above the lowest of the compared OMol25 structures with the same formula, charge and spin: 230.0 kJ/mol
E: -198.801546 Eh
E_HOMO: -0.3839 Eh
SMILES: CCC.CC
F_max: 4.71 eV/A


6.
C5H14 | ωB97M-V/def2-TZVPD

Geometry as XYZ:
```
19
Properties=species:S:1:pos:R:3:forces:R:3:mulliken_charge:R:1
H 1.0552 2.7801 -0.8083 -0.045 -0.170 -0.110 0.327
C -0.8788 -2.9570 -0.5459 -1.455 -0.651 -0.223 -0.857
C -0.1837 1.1466 0.8530 0.192 -1.305 -0.185 -1.054
H -0.3727 -3.4394 -1.3739 0.436 0.238 -0.149 0.282
H -0.6017 0.3030 1.4126 0.553 -0.075 0.327 0.353
C -1.8401 -1.8440 -1.0352 1.327 0.479 0.837 -0.530
H -1.7174 -0.9523 -0.4167 -0.017 -0.008 -0.054 -0.035
C 1.3433 1.2523 0.7694 -0.757 0.328 -0.152 -0.217
H 2.7426 2.5484 -0.2694 -0.119 -0.084 -0.271 0.330
C 1.6933 2.5482 0.0401 0.946 0.138 0.501 -1.121
H -2.8905 -2.0877 -0.9642 -0.139 -0.350 -0.325 0.328
H -0.6721 2.0193 1.2745 0.054 0.356 -0.422 0.334
H -1.5251 -1.5651 -2.0259 -0.414 0.231 -0.538 0.243
H -0.1851 -2.7023 0.2470 0.077 0.263 -0.066 0.287
H 1.7748 1.2794 1.7433 0.405 0.093 0.893 0.288
H 1.7832 0.3738 0.2970 -0.206 -0.008 -0.266 0.269
H 1.6459 3.3819 0.7452 -0.332 0.052 -0.064 0.293
H -0.4669 0.8823 -0.1622 -0.660 0.714 -0.233 0.216
H -1.5256 -3.7548 -0.1894 0.153 -0.240 0.499 0.265
```
Forces are in eV/Å.

Results
Frontier orbital gap: 0.46259 Eh
Energy above the lowest of the compared OMol25 structures with the same formula, charge and spin: 45.3 kJ/mol
E: -198.871895 Eh
E_HOMO: -0.4203 Eh
SMILES: CCC.CC
F_max: 1.64 eV/A